Computed, not measured: 15 unconnected molecules or ions with the total composition C54H101BrN3O14 at a distorted geometry, with the ωB97M-V functional and the def2-TZVPD basis.

Positions of all 173 atoms, in Å:
H1 1.70 2.42 1.27
C1 1.77 3.03 0.37
C2 -5.40 -4.34 7.43
C3 0.72 5.08 1.52
H2 3.37 10.57 -7.58
H3 5.26 -7.64 -7.76
C4 -6.88 4.08 -4.84
C5 3.45 -8.15 -8.77
H4 -2.56 -1.99 13.18
H5 -2.80 -3.82 6.38
H6 5.35 -4.08 -10.01
H7 -0.48 5.36 -2.39
H8 4.34 7.73 -0.48
H9 3.27 -9.49 -10.43
H10 4.44 -4.57 4.08
H11 -4.75 1.96 18.04
H12 0.59 -2.22 -8.76
C6 -2.32 -0.66 -0.21
C7 2.71 -9.22 -9.53
C8 0.01 -1.30 -8.74
H13 -5.14 -4.62 8.45
C9 5.32 -6.04 5.35
C10 4.84 -8.49 -8.29
H14 1.73 -8.85 -9.82
H15 2.45 -5.39 -9.78
N1 -2.75 -1.03 2.13
N2 -2.93 -2.18 4.24
C11 4.63 9.61 -6.15
H16 -6.44 -4.59 7.25
C12 2.58 -4.51 -10.40
O1 5.26 -5.31 6.32
H17 -6.83 3.11 -4.34
H18 -2.22 -3.83 0.65
H19 -0.03 -1.91 14.01
H20 -1.01 -0.07 7.99
H21 3.07 8.76 -4.94
O2 -5.29 4.68 -6.51
H22 -7.25 4.82 -4.13
H23 -0.07 3.73 -6.32
C13 1.87 4.50 0.73
C14 -0.26 -1.89 7.15
H24 -0.86 -2.94 -10.87
H25 -3.68 3.71 -9.80
H26 0.60 4.56 2.47
O3 -1.33 3.77 -4.14
H27 -3.86 4.43 -8.18
C15 4.14 6.76 -2.38
C16 5.89 -7.43 5.44
C17 -3.04 -4.87 6.54
H28 1.61 -4.12 -10.70
O4 -4.19 -0.06 15.78
H29 5.40 8.37 -1.75
C18 -4.66 1.95 16.95
C19 -4.42 4.62 -4.30
C20 -0.97 -0.74 12.49
H30 6.75 -7.52 4.77
C21 1.59 -4.27 1.72
C22 -5.51 4.48 -5.33
H31 1.44 -0.60 7.08
H32 0.88 2.86 -0.24
H33 -0.09 -0.96 -7.71
H34 -5.65 1.83 16.52
C23 -4.53 -5.09 6.45
C24 3.33 -3.45 -9.64
C25 -1.65 1.40 -1.97
H35 4.02 -6.24 3.66
H36 6.21 -7.63 6.46
C26 0.39 4.45 -5.64
H37 0.91 6.13 1.71
C27 3.76 8.45 -5.73
H38 -7.57 4.02 -5.68
C28 -0.66 0.72 -1.27
H39 0.67 -5.04 3.49
H40 1.03 -0.70 13.25
C29 -2.73 -1.73 0.77
H41 -2.35 0.78 18.11
H42 3.26 11.24 -5.94
H43 -4.68 5.39 -3.57
H44 -0.33 -5.08 2.07
H45 3.18 8.09 -6.58
H46 1.74 -2.25 6.51
C30 -3.15 4.01 -8.89
C31 3.94 10.83 -6.69
H47 4.65 -4.69 -8.49
H48 -2.53 -5.47 5.79
C32 1.22 -1.65 7.25
H49 2.59 -10.11 -8.91
C33 -3.36 1.68 -7.84
H50 -2.75 -0.28 13.59
O5 3.22 6.71 -3.16
H51 -3.76 1.53 -2.34
H52 -0.34 -3.15 4.14
C34 4.41 7.98 -1.54
H53 -3.89 1.28 -8.70
H54 2.14 -5.20 1.64
H55 0.37 5.44 -6.10
H56 6.10 5.87 -2.42
O6 2.85 -2.36 -9.42
H57 -4.36 -0.25 -0.80
H58 0.55 -0.54 -9.30
O7 2.95 -7.07 -8.55
H59 5.64 -5.60 3.27
H60 -0.87 -1.39 9.15
C35 -2.47 2.82 -8.26
H61 -2.68 -5.16 7.53
C36 -2.98 1.03 -1.79
H62 -2.42 -2.12 -11.09
H63 5.02 5.25 -1.14
H64 -1.83 -0.05 16.63
C37 -1.39 -1.99 -10.77
C38 -0.36 4.48 -4.34
H65 3.67 8.75 -1.77
H66 -3.75 -2.08 0.66
C39 0.38 -4.46 2.62
H67 0.12 6.46 -3.66
C40 -2.45 -2.10 3.01
C41 -0.31 -3.16 3.05
C42 5.07 5.59 -2.18
O8 -0.60 -0.44 11.37
H68 -2.83 -1.44 4.92
H69 4.68 11.58 -6.95
H70 -4.24 2.91 16.63
H71 3.14 -4.79 -11.30
H72 2.65 2.74 -0.19
C43 0.02 -0.90 13.62
H73 -3.42 -3.01 4.53
H74 -0.90 -1.26 -11.42
H75 -5.26 -3.27 7.31
C44 -1.76 -2.91 1.01
C45 0.14 5.43 -3.28
Br1 2.85 -2.99 2.47
H76 5.14 -8.16 5.15
C46 -2.36 0.82 17.02
O9 -5.01 -5.84 5.62
C47 -3.32 0.00 -0.91
C48 -1.35 -1.52 -9.34
H77 -2.18 -1.40 7.95
N3 -1.68 -3.05 2.48
H78 -3.02 -0.83 11.92
O10 -2.37 -1.34 -8.71
C49 4.82 -5.58 4.00
H79 4.37 7.64 -5.36
H80 -0.21 4.98 0.95
H81 -1.88 -0.48 2.15
C50 -0.98 -0.31 -0.39
C51 -2.42 -0.98 12.81
C52 -3.78 0.81 16.51
H82 -0.76 -2.78 0.59
O11 5.84 9.55 -6.04
H83 -1.85 1.73 16.70
H84 -0.22 -0.20 14.42
H85 -4.08 2.03 -7.10
H86 -3.49 4.90 -4.80
H87 4.77 4.77 -2.84
H88 -2.40 4.76 -9.15
H89 1.57 -1.93 8.24
H90 0.25 -2.28 2.73
O12 2.82 5.16 0.41
H91 4.81 -9.35 -7.62
H92 -4.26 3.67 -3.79
H93 5.15 -2.98 -8.62
C53 -1.14 -1.14 8.12
H94 -2.75 0.89 -7.40
C54 4.71 -3.82 -9.16
H95 5.48 -8.73 -9.14
O13 -1.27 2.79 -8.10
H96 -0.20 -0.82 0.15
H97 1.43 4.17 -5.46
H98 1.33 -3.96 0.71
H99 0.37 1.00 -1.39
O14 -0.73 -2.66 6.33
H100 -1.40 2.21 -2.64
H101 1.17 5.19 -3.02

Results
* frontier orbital gap: 6.50 eV
* total charge: +1
* maximum force: 1.9 eV Å⁻¹
* multiplicity: 1